A molecular structure, C36H32CoN5O5S2. Source: the Open Molecules 2025 dataset; level of theory: ωB97M-V/def2-TZVPD.

- largest force on an atom (eV Å⁻¹) = 0.40
- multiplicity = 2
- highest occupied orbital energy (alpha / beta) (eV) = -10.14 / -10.14
- net charge = +1
- ΔE to the lowest compared entry with this formula, charge and spin (kJ/mol) = 10.48
- electronic energy (eV) = -114835.317

Geometry (Å):
Co -0.22294 0.41084 0.07592
S 3.63108 2.42508 -5.33645
S 3.69801 -1.26641 6.01786
O -0.74195 -0.74847 -3.08493
O -1.84664 1.36645 -1.13819
O -0.35735 -2.53644 1.09585
O -0.38324 2.14334 1.15378
O -1.97629 0.05964 1.09969
N -0.40607 -1.29114 -0.85573
N 1.36559 0.87514 -0.96694
N -3.71608 0.48010 -2.06232
N -1.35290 3.14299 2.92526
N 1.33862 -0.06217 1.56139
C 2.70059 2.43469 -6.76710
C -1.13348 -4.91086 -0.79884
C -1.62759 -5.13433 -3.16353
C 3.76342 0.81662 -1.04155
C -4.85547 -0.42431 -1.95941
C -2.83180 0.63193 -1.07991
C 3.74835 -0.02601 1.66309
C 1.42062 -1.78697 7.02685
C -1.02740 -3.01866 -2.29270
C -1.50190 -5.69003 -1.89324
C 3.70865 1.19424 -2.39282
C 2.55424 0.63428 -0.37054
C -0.90064 -3.57109 -1.03161
C -2.18792 0.95663 2.17711
C 2.32073 -1.09331 4.99652
C -0.45887 4.29507 2.84239
C -3.51331 1.17158 -3.33166
C 1.33144 1.23414 -2.23033
C 2.34841 1.71466 -4.43228
C -2.33165 3.18727 4.00060
C 1.45817 1.91837 -6.56480
C -0.71481 -1.55614 -2.17207
C -1.23941 2.14584 2.04774
C 1.25314 1.50265 -5.22460
C 4.98232 0.19699 0.96353
C 1.30675 -0.46488 2.80746
C 2.49155 1.38317 -3.01434
C 2.74234 -1.75227 7.34454
C 3.67874 -0.44386 2.99964
C 2.45514 -0.66077 3.60109
C -0.50988 -2.45730 -0.10583
C -1.38942 -3.77940 -3.38463
C -3.06066 -0.16925 0.20089
C 4.98913 0.58806 -0.32934
C 2.54045 0.17247 0.98837
C 1.17825 -1.40871 5.68193
H -5.65976 0.00027 -1.35439
H -3.07331 3.96502 3.81137
H 3.11848 2.82494 -7.68148
H -1.69210 -6.74727 -1.75974
H 0.34883 1.02154 -4.87255
H 5.92472 0.73778 -0.85385
H -4.00765 0.10125 0.67073
H -1.47776 -3.33991 -4.37008
H -3.07779 -1.23937 -0.00462
H 0.71699 1.82916 -7.34602
H -1.04918 5.20824 2.76161
H 4.60061 -0.60366 3.54740
H -4.44552 1.64419 -3.63974
H -1.02872 -5.33292 0.19236
H -1.82317 3.41621 4.93738
H 0.17767 4.19619 1.97075
H -2.74490 1.92633 -3.20488
H 0.18936 -1.39491 5.24499
H -4.56546 -1.39258 -1.55123
H 0.34762 1.40794 -2.64705
H 0.15645 4.35068 3.74165
H -1.96885 0.41888 3.10311
H 5.91286 0.03192 1.49265
H -5.24172 -0.59944 -2.95969
H -3.18903 0.45923 -4.09127
H -1.91225 -5.77089 -3.99148
H -2.84242 2.23763 4.12355
H -3.22907 1.27624 2.20938
H 3.20742 -1.99242 8.28743
H 0.32808 -0.69400 3.21188
H 4.63359 1.30172 -2.94780
H 0.64788 -2.07739 7.72380